2 unconnected molecules or ions with the total composition C18H37BClF2N3O6P at a distorted geometry. Source: OMol25; level of theory: ωB97M-V with the def2-TZVPD basis set.

For the gap between HOMO and LUMO, the calculation gives 10.39 eV. Its net charge is +1. The spin multiplicity is 1. As for the electronic energy: -2349.72815 Ha.

Structure (XYZ):
```
69
Properties=species:S:1:pos:R:3:forces:R:3:lowdin_charge:R:1
C 3.4820 1.5404 -2.0600 -0.8 -0.4 -0.3 0.024
C 2.6086 2.3599 -1.1308 1.2 0.4 -0.8 -0.309
F 3.4081 2.9735 -0.2199 0.0 0.0 0.5 0.053
N 1.5384 1.5998 -0.4054 -0.7 -1.0 1.4 -0.091
C 2.0170 1.1414 0.9556 0.4 -0.5 0.5 -0.133
C 3.2198 0.2132 0.9617 0.1 0.3 0.9 -0.148
C 3.3292 -0.4196 2.3727 0.2 -0.4 -0.8 -0.142
C 4.0089 -1.7773 2.2114 -0.6 0.1 0.0 -0.264
O 5.2685 -1.6547 1.5991 0.2 -0.1 -0.2 -0.041
C 1.0799 0.3870 -1.1402 -0.3 0.5 -2.1 -0.055
C -0.3331 -0.0401 -0.7517 0.3 0.1 -0.2 -0.361
N -0.8059 -0.8208 -1.8919 -0.1 0.2 0.2 0.122
C -0.4964 -1.0167 0.4142 0.6 0.3 0.1 0.007
B 0.3128 -2.3701 0.2070 0.0 -1.0 0.6 -0.667
O -0.0067 -3.4641 0.9483 1.8 0.7 -1.5 0.174
O 1.3766 -2.4921 -0.6575 0.0 0.7 -0.6 0.144
C -0.9826 1.4104 -0.5363 1.0 -1.2 1.6 -0.291
C -1.9336 1.8585 -1.6090 0.2 0.2 -0.5 -0.118
C -1.3224 2.0633 -2.9997 -0.7 0.4 0.0 -0.144
C -2.4001 2.5056 -3.9955 0.7 -0.1 -0.1 -0.185
F -2.3075 3.8702 -4.1704 -0.3 0.4 0.1 -0.036
O -1.6084 1.3350 0.8076 -0.9 0.7 -0.2 -0.085
C -2.8946 1.4669 0.8530 -3.6 -1.5 -0.4 -0.333
N -4.0739 1.3319 0.8063 3.6 0.9 0.4 0.198
C 0.2132 2.3575 -0.2682 0.3 0.6 -0.8 -0.288
P -0.0532 3.6557 1.0444 -1.0 0.1 0.2 0.669
O 1.3907 4.4000 0.9453 -0.3 -0.3 0.0 -0.313
Cl -0.0143 2.7515 2.8984 0.3 0.0 -0.1 0.329
H 4.3992 2.0751 -2.2492 0.3 0.2 0.2 0.106
H 3.6841 0.5353 -1.7193 0.3 -0.1 0.3 0.085
H 2.9745 1.4534 -3.0161 0.0 -0.1 -0.2 0.095
H 2.1760 3.1656 -1.7138 -0.6 0.0 0.1 0.162
H 2.2366 1.9771 1.6027 0.0 0.5 -0.2 0.098
H 1.1821 0.6287 1.4143 -0.3 0.0 -0.2 0.088
H 3.1659 -0.6119 0.2626 -0.1 0.0 -0.4 0.103
H 4.1198 0.7962 0.8237 0.2 -0.1 -0.5 0.120
H 3.9180 0.2068 3.0333 -0.2 0.2 0.3 0.122
H 2.3244 -0.5791 2.7541 -0.1 0.0 0.4 0.116
H 4.0231 -2.3456 3.1385 0.2 0.0 0.2 0.125
H 3.3928 -2.3457 1.5195 0.0 -0.3 -0.1 0.112
H 5.9339 -1.4341 2.2511 0.1 0.0 0.2 0.094
H 0.9075 0.8059 -2.1360 0.1 0.0 -0.2 0.130
H 1.7925 -0.4015 -1.3185 0.3 -0.2 0.8 0.127
H -1.7959 -0.7326 -2.0549 -0.1 -0.1 -0.1 0.103
H -0.2647 -0.7022 -2.7309 -0.2 0.0 -0.2 0.093
H -0.2690 -0.6282 1.4067 -0.1 0.2 0.0 0.117
H -1.5509 -1.2786 0.4400 0.0 -0.1 0.1 0.087
H -0.9030 -3.3807 1.3054 -0.2 0.2 0.8 -0.026
H 1.3531 -3.3486 -1.0897 0.4 -0.3 0.3 0.120
H -2.3915 2.8071 -1.3399 -0.1 0.2 0.3 0.146
H -2.7385 1.1401 -1.7152 -0.2 -0.2 0.2 0.124
H -0.6188 2.8902 -2.9916 0.4 0.0 -0.1 0.115
H -0.8554 1.1843 -3.4158 0.2 -0.2 0.2 0.095
H -2.1835 2.0629 -4.9597 -0.2 -0.2 -0.3 0.121
H -3.4013 2.2528 -3.6657 -0.2 0.0 0.0 0.126
H 0.1789 3.0105 -1.1414 0.4 0.3 0.0 0.101
H 1.2089 5.3089 1.2090 0.4 0.3 0.0 0.064
C -4.4148 -4.1795 2.5381 0.2 -0.2 0.1 -0.042
C -3.4456 -3.1043 2.0786 -0.6 0.1 -0.2 -0.432
C -4.0056 -2.3038 0.9142 0.1 0.1 0.0 -0.044
O -2.1911 -3.6933 1.7031 -1.7 -0.3 0.6 -0.038
H -4.6097 -4.8903 1.7307 -0.1 0.1 -0.1 0.088
H -3.9940 -4.7426 3.3706 0.0 0.0 0.0 0.087
H -5.3638 -3.7468 2.8544 0.0 0.0 0.0 0.090
H -3.2260 -2.4309 2.9084 0.2 -0.1 0.0 0.151
H -4.1940 -2.9400 0.0448 -0.1 -0.1 0.1 0.094
H -3.2878 -1.5408 0.6072 -0.3 0.0 0.1 0.038
H -4.9369 -1.8092 1.1881 0.0 0.0 0.0 0.092
H -2.3502 -4.2968 0.9703 -0.2 -0.3 0.0 0.129
```
Forces are in eV/Å.

---

A gas-phase ion, C3H9N4 (charge +1) at a distorted geometry. Source: OMol25; level of theory: ωB97M-V with the def2-TZVPD basis set.

For the gap between HOMO and LUMO, the calculation gives 10.48 eV. For the energy relative to the best compared isomer or geometry (same formula, charge and spin), the calculation gives 109.7 kcal/mol. Its net charge is +1. The spin multiplicity is 1. The SMILES is N[C@@H]1C=C[NH2+]N1N. As for the electronic energy: -338.34601 Ha.

Structure (XYZ):
```
16
Properties=species:S:1:pos:R:3:forces:R:3:lowdin_charge:R:1
N -1.6605 1.3367 0.3761 -1.1 1.9 3.0 0.065
C -0.7166 0.8038 -0.4998 1.2 -3.6 4.0 -0.297
C -1.0357 -0.6593 -0.8082 0.1 0.4 -1.0 0.023
C -0.4480 -1.5848 -0.0545 0.2 1.5 -0.6 -0.046
N 0.6379 -1.0713 0.7980 -1.9 0.1 -1.3 0.121
N 0.6593 0.5353 0.2406 0.0 1.1 2.4 -0.065
N 1.7968 0.7733 -0.3328 0.5 0.6 -0.3 0.063
H -1.6692 2.3541 0.6926 0.6 -1.3 -1.9 0.137
H -1.6734 0.9622 1.3463 -0.1 -0.8 -1.3 0.110
H -0.4780 1.4919 -1.2026 0.6 1.6 -2.8 0.120
H -1.5959 -0.8378 -1.7232 -0.5 -0.4 0.6 0.129
H -0.5076 -2.6265 -0.1284 -0.4 -1.3 -0.1 0.107
H 0.4994 -1.2341 1.8006 0.1 0.5 -0.2 0.169
H 1.4961 -1.5058 0.4875 0.5 0.0 0.1 0.152
H 2.6056 0.7850 0.2300 0.7 0.7 1.3 0.108
H 2.0899 0.4772 -1.2221 -0.5 -0.9 -1.9 0.106
```
Forces are in eV/Å.

---

3 unconnected molecules or ions with the total composition C5H17N2O at a distorted geometry. Source: OMol25; level of theory: ωB97M-V with the def2-TZVPD basis set.

For the gap between HOMO and LUMO, the calculation gives 5.23 eV. For the energy relative to the best compared isomer or geometry (same formula, charge and spin), the calculation gives 114.4 kcal/mol. Its net charge is +1. The spin multiplicity is 1. As for the electronic energy: -385.05838 Ha.

Structure (XYZ):
```
25
Properties=species:S:1:pos:R:3:forces:R:3:lowdin_charge:R:1
N -1.2287 -0.4570 2.1621 -0.3 0.1 0.0 0.071
C 0.0980 -0.1926 1.6541 -0.3 0.1 -0.3 -0.442
C 0.8120 0.7788 2.5822 -0.1 0.2 -0.1 -0.045
C -0.1281 0.4877 0.3003 0.4 -0.7 1.1 -0.186
N -0.7448 -0.3340 -0.6153 0.0 0.6 -0.2 0.195
C -0.9825 0.1730 -1.8985 -0.2 -0.7 -0.2 -0.027
C 0.7998 -3.1594 -1.5895 0.0 -0.2 -0.2 -0.026
H -0.1289 -3.5271 -2.0197 0.0 -0.1 0.1 0.028
H -1.9038 -0.7740 1.4698 0.2 -0.1 0.2 0.082
H -1.2467 -1.0539 2.9798 0.0 0.0 -0.1 0.103
H 0.6828 -1.1031 1.4838 0.1 0.0 0.0 0.141
H 1.0685 0.3145 3.5295 0.1 -0.1 0.0 0.089
H 1.7063 1.2173 2.1367 0.1 -0.2 0.0 0.086
H 0.1139 1.5864 2.7977 0.0 0.1 0.0 0.090
H -0.7636 1.3938 0.4700 -0.1 0.1 -0.3 0.200
H 0.8072 0.9106 -0.1052 -0.1 0.4 -0.3 0.182
H -0.0321 0.4384 -2.3851 0.2 0.2 0.1 0.151
H -1.5042 -0.5575 -2.5126 0.0 0.1 0.1 0.109
H -1.5148 1.1311 -1.8184 0.0 0.2 0.0 0.140
H 0.5795 -2.2664 -1.0107 0.1 0.2 0.1 -0.030
H 1.4941 -2.9481 -2.3989 0.1 0.1 0.1 0.028
H 1.2376 -3.9015 -0.9256 -0.1 0.0 0.0 0.031
H 0.7522 4.2959 -0.9234 -0.2 -0.1 0.0 0.053
H -0.0804 3.9051 -2.1365 0.0 0.0 0.1 0.046
O 0.1065 3.6421 -1.2263 0.1 -0.1 -0.1 -0.067
```
Forces are in eV/Å.

---

A molecular structure, C27H40NOSiTe2Tl. Source: OMol25; level of theory: ωB97M-V with the def2-TZVPD basis set.

For the gap between HOMO and LUMO (spin up / spin down), the calculation gives 6.95 / 7.01 eV. For the energy relative to the best compared isomer or geometry (same formula, charge and spin), the calculation gives 4.3 kcal/mol. Its net charge is -1. The spin multiplicity is 2. The expectation value of S² is 0.759. As for the electronic energy: -2180.80404 Ha.

Structure (XYZ):
```
73
Properties=species:S:1:pos:R:3:forces:R:3:lowdin_spin:R:1
Tl 0.3752 -1.0579 -0.9516 0.1 0.1 -0.1 0.059
C 0.7022 -2.1611 3.0784 0.0 0.0 0.1 0.030
C 0.0583 -1.9570 1.7248 0.0 0.2 -0.1 0.067
O 0.1988 -2.8479 0.8275 0.0 -0.2 -0.1 0.052
N -0.5601 -0.8351 1.4821 -0.1 -0.3 0.1 0.724
Te 0.2397 1.6535 2.2908 0.0 0.2 0.1 0.025
C 0.7748 3.6467 2.9408 0.0 -0.1 -0.2 0.021
C 0.2407 4.2585 4.0760 0.0 0.0 0.1 0.002
C -0.6849 3.5475 5.0302 0.0 0.0 0.0 0.001
C 0.5715 5.5853 4.3603 0.0 0.0 0.0 0.001
C 1.4422 6.3094 3.5660 0.0 0.0 0.0 0.000
C 1.7895 7.7400 3.8837 0.0 0.0 0.0 0.000
C 2.0037 5.6710 2.4651 0.0 0.0 0.0 0.001
C 1.6848 4.3599 2.1384 0.0 0.0 0.0 0.002
C 2.3214 3.7438 0.9179 0.0 0.0 0.0 0.000
C -1.8352 2.0949 2.4592 0.0 0.0 0.1 -0.002
C -2.3583 3.2179 1.8105 0.0 0.1 0.0 0.000
C -1.5654 4.0840 0.8670 0.0 0.0 0.0 0.000
C -3.6889 3.5750 2.0367 0.0 0.0 0.0 0.000
C -4.5230 2.8285 2.8487 0.0 0.0 0.0 0.000
C -5.9641 3.2125 3.0598 0.0 0.0 0.0 0.000
C -3.9998 1.6870 3.4430 0.0 0.0 0.0 0.000
C -2.6735 1.3102 3.2716 0.0 -0.1 0.0 0.000
C -2.1911 0.0684 3.9692 0.0 0.0 0.0 0.004
H 0.8437 -3.2287 3.2366 0.0 0.0 0.0 0.007
H 0.1097 -1.7270 3.8831 0.0 0.0 0.0 0.000
H 1.6775 -1.6702 3.0636 0.0 0.0 0.0 -0.001
H -0.5238 2.4705 5.0032 0.0 0.0 0.0 0.001
H -1.7328 3.7278 4.7791 0.0 0.0 0.0 0.000
H -0.5167 3.8997 6.0492 0.0 0.0 0.0 0.000
H 0.1416 6.0537 5.2406 0.0 0.0 0.0 0.000
H 1.2780 8.0773 4.7851 0.0 0.0 0.0 0.000
H 1.5042 8.4049 3.0660 0.0 0.0 0.0 0.000
H 2.8634 7.8598 4.0402 0.0 0.0 0.0 0.000
H 2.7054 6.2127 1.8382 0.0 0.0 0.0 0.000
H 3.0451 4.4288 0.4760 0.0 0.0 0.0 0.000
H 1.5737 3.4940 0.1624 0.0 0.0 0.0 0.000
H 2.8318 2.8045 1.1442 0.0 0.0 0.0 0.000
H -0.7129 3.5473 0.4522 -0.1 0.0 0.0 0.000
H -1.1850 4.9720 1.3780 0.0 0.0 0.0 0.000
H -2.2013 4.4079 0.0425 0.0 0.0 0.0 0.000
H -4.0822 4.4541 1.5348 0.0 0.0 0.0 0.000
H -6.1922 4.1631 2.5779 0.0 0.0 0.0 0.000
H -6.1949 3.3066 4.1224 0.0 0.0 0.0 0.000
H -6.6352 2.4561 2.6468 0.0 0.0 0.0 0.000
H -4.6390 1.0745 4.0712 0.0 0.0 0.0 0.000
H -2.9423 -0.2946 4.6706 0.0 0.0 0.0 0.000
H -1.2623 0.2570 4.5113 0.0 0.0 0.0 0.000
H -1.9746 -0.7122 3.2382 0.0 0.0 0.0 0.001
C 6.2306 -1.2733 1.4299 0.0 0.0 0.0 0.000
Si 5.0479 0.1787 1.5275 0.0 0.0 0.0 0.000
C 5.8902 1.6832 0.7883 0.0 0.0 0.0 0.000
C 4.6910 0.5291 3.3344 0.0 0.0 0.0 0.000
C 3.5189 -0.1961 0.6426 -0.1 0.0 0.0 0.001
C 2.4568 -0.4888 0.1027 0.0 0.0 0.0 0.004
H 7.1558 -1.0768 1.9774 0.0 0.0 0.0 0.000
H 6.4849 -1.4897 0.3908 0.0 0.0 0.0 0.000
H 5.7651 -2.1671 1.8488 0.0 0.0 0.0 0.000
H 6.8101 1.9302 1.3242 0.0 0.0 0.0 0.000
H 5.2278 2.5494 0.8303 0.0 0.0 0.0 0.000
H 6.1393 1.5069 -0.2596 0.0 0.0 0.0 0.000
H 5.6100 0.7533 3.8823 0.0 0.0 0.0 0.000
H 4.2148 -0.3339 3.8033 0.0 0.0 0.0 0.000
H 4.0138 1.3797 3.4437 0.0 0.0 0.0 0.000
C -4.8566 1.5540 -0.5944 0.0 0.0 0.0 0.000
Te -3.0138 0.4626 -0.6461 0.0 0.0 0.1 0.001
C -3.2240 -0.0072 -2.7187 0.0 0.0 0.0 0.001
H -5.6690 0.9232 -0.9480 0.0 0.0 0.0 0.000
H -4.7856 2.4536 -1.2017 0.0 0.0 0.0 0.000
H -5.0397 1.8350 0.4421 0.0 0.0 -0.1 0.000
H -3.4210 0.9033 -3.2805 0.0 0.0 0.0 0.000
H -4.0276 -0.7239 -2.8679 0.0 0.0 0.0 0.000
H -2.2818 -0.4408 -3.0455 0.0 0.0 0.0 0.001
```
Forces are in eV/Å.

---

C5H11NO2S in the gas phase at a distorted geometry. Source: OMol25; level of theory: ωB97M-V with the def2-TZVPD basis set.

For the gap between HOMO and LUMO, the calculation gives 9.66 eV. For the energy relative to the best compared isomer or geometry (same formula, charge and spin), the calculation gives 77.2 kcal/mol. Its net charge is 0. The spin multiplicity is 1. As for the electronic energy: -800.43454 Ha.

Structure (XYZ):
```
20
Properties=species:S:1:pos:R:3:forces:R:3:lowdin_charge:R:1
C 0.9733 0.0583 -1.1956 2.3 1.3 -0.4 -0.180
C 2.1326 0.9979 -1.4938 -0.1 0.0 0.6 -0.070
C -2.0999 0.3505 0.7454 -2.5 2.5 4.8 -0.169
C -0.9054 -1.9212 0.4587 -1.4 2.0 2.5 -0.049
C -1.3368 -0.5044 -0.0822 4.3 -1.1 -0.8 -0.318
N 0.1479 0.4525 -0.3444 -3.8 -2.9 -0.1 -0.064
O 1.9728 1.9805 1.0988 -0.2 0.4 -0.2 -0.453
O 1.0954 -0.0421 2.0273 -0.5 0.0 0.0 -0.449
S 0.7743 1.2573 1.4578 1.0 0.2 1.4 0.784
H 0.9824 -0.8416 -1.8099 -0.7 -0.2 0.2 0.130
H 1.9102 2.0226 -1.2128 -0.1 -0.1 -0.3 0.071
H 2.3982 0.8817 -2.4950 -0.4 0.2 -2.3 0.049
H 3.1384 0.8083 -1.1472 0.0 -0.7 1.3 0.087
H -1.8190 0.1986 1.8994 -0.3 0.6 -2.4 0.122
H -2.0801 1.4735 0.4988 0.3 -1.8 0.3 0.107
H -3.1877 0.1032 0.7876 0.7 -0.1 -0.5 0.091
H -1.7269 -2.5030 1.0717 1.4 1.4 -1.4 0.126
H -0.0603 -1.6766 1.1251 -0.5 -0.6 0.0 0.051
H -0.5604 -2.4786 -0.3432 0.5 -1.4 -1.5 0.030
H -1.7489 -0.6175 -1.0465 -0.2 0.2 -1.4 0.105
```
Forces are in eV/Å.

---

C3H5P in the gas phase at a distorted geometry. Source: OMol25; level of theory: ωB97M-V with the def2-TZVPD basis set.

For the gap between HOMO and LUMO, the calculation gives 9.49 eV. For the energy relative to the best compared isomer or geometry (same formula, charge and spin), the calculation gives 43.6 kcal/mol. Its net charge is 0. The spin multiplicity is 1. The SMILES is C#CPC. As for the electronic energy: -458.51200 Ha.

Structure (XYZ):
```
9
Properties=species:S:1:pos:R:3:forces:R:3:lowdin_charge:R:1
C 2.0174 -0.9321 -0.1609 0.0 1.9 0.7 0.018
C 1.4576 0.1395 -0.0335 -0.5 -1.2 -0.1 -0.506
P 0.2859 1.4249 -0.0031 -2.7 -1.0 -2.4 0.820
C -1.4606 0.0028 -0.2872 3.9 1.5 2.3 -0.123
H 2.8422 -1.4401 0.2155 0.9 -1.5 -0.2 0.003
H -0.1409 1.3455 1.2587 0.1 0.0 2.2 -0.146
H -1.3881 -0.8175 0.3875 0.4 -0.4 0.6 0.016
H -1.3136 -0.2721 -1.2372 0.4 -1.1 -3.6 -0.047
H -2.3001 0.5492 -0.1397 -2.5 1.8 0.4 -0.035
```
Forces are in eV/Å.

---

2 unconnected molecules or ions with the total composition C3H3NO2 at a distorted geometry. Source: OMol25; level of theory: ωB97M-V with the def2-TZVPD basis set.

For the gap between HOMO and LUMO, the calculation gives 9.20 eV. For the energy relative to the best compared isomer or geometry (same formula, charge and spin), the calculation gives 212.3 kcal/mol. Its net charge is 0. The spin multiplicity is 1. As for the electronic energy: -321.03936 Ha.

Structure (XYZ):
```
9
Properties=species:S:1:pos:R:3:forces:R:3:lowdin_charge:R:1
C 0.6071 -0.2377 1.1899 -1.0 2.5 -3.0 0.066
C 1.1528 0.6172 0.3836 1.2 -0.2 -2.0 0.025
C -0.2328 0.2581 0.0590 -0.7 4.9 3.7 -0.252
N -0.7878 -0.5833 -0.8971 -1.1 -1.1 -2.5 -0.410
O -0.6305 -1.7974 -0.7618 -0.1 0.9 -0.2 0.077
O -1.4200 -0.0217 -1.7827 0.3 -1.1 0.1 0.040
H 0.6446 -0.9574 1.8877 0.1 -2.0 2.5 0.076
H 2.0565 1.0683 -0.1166 -1.2 -0.5 1.0 0.137
H -1.3899 1.6539 0.0380 2.5 -3.3 0.3 0.242
```
Forces are in eV/Å.